[1]
DFT (the ωB97M-V functional and the def2-TZVPD basis) results for a 2-piece molecular cluster, C4H14N4O overall.

Bonds (Å) are listed after each position.
Atoms and positions in Å:
1 N -1.438 1.106 -1.445  C2 1.399, H6 1.009, H7 1.009
2 C -1.667 0.137 -0.463  N1 1.399, N3 1.386, N4 1.313
3 N -1.282 -1.158 -0.776  C2 1.386, H8 1.016, H9 1.010
4 N -2.599 0.430 0.414  C2 1.313, O5 1.432
5 O -3.290 -0.712 0.933  N4 1.432, H10 0.963
6 H -1.032 0.748 -2.298  N1 1.009
7 H -2.210 1.749 -1.538  N1 1.009
8 H -0.290 -1.323 -0.630  N3 1.016
9 H -1.822 -1.860 -0.291  N3 1.010
10 H -4.101 -0.326 1.283  O5 0.963
11 C 2.063 -0.361 -0.831  N12 1.458, H15 1.088, H16 1.091, H17 1.098
12 N 1.038 0.016 0.135  C11 1.458, C13 1.552, C14 1.460
13 C 1.160 -0.819 1.438  N12 1.552, H18 1.088, H19 1.086, H20 1.098
14 C 1.186 1.430 0.467  N12 1.460, H21 1.098, H22 1.088, H23 1.089
15 H 1.952 -1.415 -1.079  C11 1.088
16 H 1.922 0.208 -1.750  C11 1.091
17 H 3.082 -0.195 -0.459  C11 1.098
18 H 0.933 -1.865 1.249  C13 1.088
19 H 0.522 -0.407 2.216  C13 1.086
20 H 2.206 -0.777 1.770  C13 1.098
21 H 2.165 1.650 0.911  C14 1.098
22 H 0.416 1.715 1.180  C14 1.088
23 H 1.085 2.030 -0.436  C14 1.089

## Properties
HOMO (eV): -7.984
Relative energy (zero: lowest compared OMol25 entry of this formula, charge and spin) (kcal per mole): 54.4
Lowest unoccupied orbital energy (Eh): 0.03437
E (a.u.): -454.9781
Gap between HOMO and LUMO (eV): 8.919
SMILES string: NC(N)=NO.CN(C)C

[2]
DFT (the ωB97M-V functional and the def2-TZVPD basis) results for an isolated ion of composition C4H14N5 and charge -1.

Bonds (Å) are listed after each position.
Atoms and positions in Å:
1 N -2.563 -2.033 0.475  C2 1.484, H10 1.012, H11 1.011
2 C -1.952 -1.771 -0.851  N1 1.484, C3 1.549, H12 1.085, H13 1.092
3 C -0.404 -1.781 -0.793  C2 1.549, N4 1.440, H14 1.096, H15 1.104
4 N 0.220 -0.487 -0.898  C3 1.440, C5 1.440
5 C 0.541 0.031 0.406  N4 1.440, C6 1.526, H16 1.109, H17 1.107
6 C 1.213 1.397 0.295  C5 1.526, N7 1.494, N8 1.460, N9 1.438
7 N 1.877 1.712 1.597  C6 1.494, H18 1.015, H19 1.014
8 N 2.252 1.391 -0.731  C6 1.460, H20 1.012, H21 1.011
9 N 0.222 2.402 0.022  C6 1.438, H22 1.011, H23 1.012
10 H -3.437 -1.525 0.533  N1 1.012
11 H -1.943 -1.669 1.186  N1 1.011
12 H -2.234 -0.787 -1.208  C2 1.085
13 H -2.290 -2.525 -1.564  C2 1.092
14 H -0.032 -2.438 -1.587  C3 1.096
15 H -0.160 -2.275 0.164  C3 1.104
16 H 1.238 -0.636 0.954  C5 1.109
17 H -0.370 0.170 1.020  C5 1.107
18 H 1.598 0.998 2.262  N7 1.015
19 H 1.448 2.562 1.947  N7 1.014
20 H 2.718 0.495 -0.661  N8 1.012
21 H 1.800 1.405 -1.635  N8 1.011
22 H 0.661 3.279 -0.224  N9 1.011
23 H -0.403 2.086 -0.709  N9 1.012

## Properties
HOMO (eV): -1.680
Net charge: -1
Lowest unoccupied orbital energy (Eh): 0.15785
E (a.u.): -434.5525
Gap between HOMO and LUMO (eV): 5.975

[3]
DFT (the ωB97M-V functional and the def2-TZVPD basis) results for a 2-piece molecular cluster, C4H14NO overall.

Bonds (Å) are listed after each position.
Atoms and positions in Å:
1 C 0.340 1.138 -1.219  C2 1.521, H6 1.088, H7 1.093, H8 1.070
2 C 0.211 0.990 0.288  C1 1.521, N3 1.554, C5 1.516, H9 1.086
3 N -0.647 -0.290 0.489  C2 1.554, C4 1.472, H10 1.034, H11 1.021
4 C -2.102 -0.142 0.319  N3 1.472, H12 1.091, H13 1.096, H14 1.064
5 C 1.524 0.807 1.024  C2 1.516, H15 1.090, H16 1.071, H17 1.088
6 H 0.996 0.362 -1.608  C1 1.088
7 H 0.973 2.023 -1.334  C1 1.093
8 H -0.563 1.377 -1.741  C1 1.070
9 H -0.378 1.736 0.814  C2 1.086
10 H -0.294 -1.036 -0.134  N3 1.034
11 H -0.463 -0.640 1.430  N3 1.021
12 H -2.497 0.570 1.045  C4 1.091
13 H -2.245 0.425 -0.608  C4 1.096
14 H -2.730 -0.994 0.218  C4 1.064
15 H 2.365 1.113 0.402  C5 1.090
16 H 1.770 -0.205 1.275  C5 1.071
17 H 1.556 1.395 1.938  C5 1.088
18 H 0.883 -3.381 -0.277  O20 0.963
19 H 0.734 -2.680 -1.637  O20 0.973
20 O 0.566 -2.569 -0.685  H18 0.963, H19 0.973

## Properties
HOMO (eV): -16.292
Relative energy (zero: lowest compared OMol25 entry of this formula, charge and spin) (kcal per mole): 11.9
Net charge: +1
Lowest unoccupied orbital energy (Eh): -0.10620
E (a.u.): -290.5563
Gap between HOMO and LUMO (eV): 13.402

[4]
DFT (the ωB97M-V functional and the def2-TZVPD basis) results for a 2-piece molecular cluster, C4H14NO overall.

Bonds (Å) are listed after each position.
Atoms and positions in Å:
1 C -0.344 1.828 -0.542  C2 1.478, H6 1.088, H7 1.102, H8 1.124
2 C -0.567 0.742 0.435  C1 1.478, C3 1.612, N5 1.529, H9 1.087
3 C 0.742 0.568 1.360  C2 1.612, C4 1.492, H10 1.102, H11 1.090
4 C 0.635 -0.534 2.360  C3 1.492, H12 1.105, H13 1.093, H14 1.150
5 N -0.804 -0.552 -0.344  C2 1.529, H15 1.047, H16 1.020, H17 1.025
6 H 0.107 2.745 -0.168  C1 1.088
7 H 0.225 1.508 -1.430  C1 1.102
8 H -1.264 2.104 -1.126  C1 1.124
9 H -1.458 0.739 1.057  C2 1.087
10 H 0.765 1.516 1.920  C3 1.102
11 H 1.667 0.450 0.795  C3 1.090
12 H 0.977 -1.520 1.998  C4 1.105
13 H -0.351 -0.642 2.819  C4 1.093
14 H 1.388 -0.345 3.208  C4 1.150
15 H -0.124 -0.859 -1.078  N5 1.047
16 H -1.773 -0.605 -0.659  N5 1.020
17 H -0.806 -1.332 0.321  N5 1.025
18 H 0.348 -0.960 -3.329  O20 0.963
19 H 0.279 -2.420 -3.046  O20 0.964
20 O 0.328 -1.574 -2.587  H18 0.963, H19 0.964

## Properties
HOMO (alpha / beta) (eV): -19.874 / -19.869
Relative energy (zero: lowest compared OMol25 entry of this formula, charge and spin) (kcal per mole): 25.7
Multiplicity: 2
Net charge: +2
Lowest unoccupied orbital energy (alpha / beta) (Eh): -0.26402 / -0.56623
E (a.u.): -289.9885
Gap between HOMO and LUMO (alpha / beta) (eV): 12.689 / 4.461